(1)
11
Properties=species:S:1:pos:R:3:forces:R:3:nbo_charge:R:1 method="wB97M-V/def2-TZVPD" relative_energy_kj_mol=125.9 multiplicity=1
C -1.8970 -0.1701 -0.3255 1.61 2.01 -1.32 -0.30
C -0.5155 0.3185 -0.3489 -1.29 -2.40 1.64 0.17
N -1.9832 -1.2580 0.3686 1.56 -2.36 1.47 0.07
N -1.4618 -2.0422 0.9972 -1.30 0.55 -0.36 0.18
N 0.3567 -0.3785 0.3491 -1.93 0.55 -0.11 -0.80
O 2.7209 -0.2452 1.2078 0.27 -1.04 1.11 -0.88
O 2.1827 0.1353 -1.1617 0.38 -0.44 -0.52 -0.93
S 1.8290 0.1813 0.2154 1.64 0.88 -1.66 2.27
Cl 1.6589 2.1514 0.5403 -0.20 1.33 0.52 -0.27
H -2.6643 0.0834 -1.0110 -0.52 0.43 -0.12 0.25
H -0.2265 1.2242 -0.8313 -0.24 0.50 -0.63 0.23


(2)
66
Properties=species:S:1:pos:R:3:forces:R:3:nbo_charge:R:1 method="wB97M-V/def2-TZVPD" e_tot_ev=-96804.9599 charge=+2 multiplicity=1
Mo 0.1179 1.5797 -0.9447 1.59 1.61 -1.23 -0.25
C 0.8693 -2.4875 0.9882 -0.08 -0.13 0.24 -0.42
N 0.4591 -1.1814 0.4746 0.36 0.33 -0.64 -1.07
P -0.4291 -0.8741 -0.9786 0.51 -0.70 0.41 1.34
C -1.9559 -1.8365 -0.8850 0.05 0.43 -0.10 -0.44
C -2.0228 -3.1609 -1.3186 0.15 0.09 0.09 -0.11
C -3.2215 -3.8460 -1.2417 -0.04 -0.06 0.00 -0.21
C -4.3524 -3.2237 -0.7348 0.11 0.09 0.05 -0.15
C -4.2876 -1.9096 -0.2951 -0.11 0.05 0.04 -0.20
C -3.0972 -1.2121 -0.3800 0.19 0.07 0.01 -0.18
C 0.5703 -1.6517 -2.2704 -0.12 -0.02 -0.09 -0.44
C -0.0035 -1.9873 -3.4964 0.09 0.06 0.20 -0.20
C 0.7939 -2.4768 -4.5154 0.00 -0.04 -0.11 -0.19
C 2.1590 -2.6246 -4.3264 0.01 0.05 -0.01 -0.17
C 2.7391 -2.2533 -3.1222 0.04 0.00 -0.01 -0.21
C 1.9493 -1.7587 -2.1015 -0.10 0.00 0.19 -0.14
P 1.2662 0.2875 0.7169 -0.79 -0.79 1.00 1.42
C 2.7903 0.0301 1.6435 -0.12 0.29 -0.56 -0.44
C 2.7070 -0.2236 3.0131 -0.09 0.00 -0.12 -0.17
C 3.8685 -0.4417 3.7295 -0.05 -0.03 0.06 -0.19
C 5.1006 -0.3857 3.0927 -0.04 0.02 -0.10 -0.14
C 5.1793 -0.1193 1.7337 0.08 0.00 -0.04 -0.21
C 4.0243 0.0936 1.0008 -0.08 -0.04 -0.06 -0.11
C 0.1676 1.2166 1.8239 0.14 0.05 -0.20 -0.48
C -1.0462 0.6878 2.2687 0.08 -0.09 -0.01 -0.10
C -1.7812 1.3767 3.2165 -0.06 -0.08 0.01 -0.22
C -1.3010 2.5685 3.7420 0.00 -0.03 -0.09 -0.15
C -0.0962 3.0989 3.2993 0.11 0.09 -0.02 -0.21
C 0.6319 2.4367 2.3307 -0.01 -0.01 0.00 -0.16
H 0.4949 -3.2708 0.3308 0.02 0.01 -0.01 0.23
H 0.4633 -2.6464 1.9877 0.00 -0.05 -0.01 0.22
H 1.9572 -2.5655 1.0394 -0.05 -0.02 -0.05 0.22
H -1.1445 -3.6519 -1.7131 0.01 -0.03 -0.05 0.22
H -3.2703 -4.8668 -1.5856 -0.03 -0.12 -0.01 0.24
H -5.2871 -3.7562 -0.6745 -0.11 -0.11 -0.02 0.24
H -5.1729 -1.4366 0.1031 -0.04 0.07 0.02 0.23
H -3.0270 -0.1790 -0.0507 -0.12 -0.03 0.00 0.20
H -1.0652 -1.8602 -3.6525 -0.11 -0.06 -0.04 0.23
H 0.3470 -2.7467 -5.4597 -0.03 -0.03 -0.09 0.24
H 2.7736 -3.0152 -5.1227 0.05 -0.04 -0.07 0.24
H 3.8046 -2.3469 -2.9763 0.08 -0.03 -0.02 0.23
H 2.4105 -1.4484 -1.1662 0.00 -0.15 -0.11 0.19
H 1.7432 -0.2345 3.5027 -0.03 -0.05 0.11 0.23
H 3.8124 -0.6524 4.7866 0.00 0.01 0.08 0.24
H 6.0050 -0.5388 3.6600 0.09 -0.04 0.06 0.24
H 6.1412 -0.0749 1.2461 0.07 0.03 -0.03 0.24
H 4.0742 0.3198 -0.0575 0.06 -0.02 -0.02 0.22
H -1.3732 -0.2807 1.9074 -0.04 0.07 -0.01 0.23
H -2.7162 0.9666 3.5646 -0.09 -0.04 0.09 0.24
H -1.8564 3.0809 4.5124 -0.08 0.04 0.08 0.24
H 0.2901 4.0090 3.7304 -0.01 0.13 0.03 0.24
H 1.5913 2.8202 2.0001 -0.02 0.06 0.06 0.23
S 1.0583 3.6782 -0.8149 -0.14 -0.74 -0.19 0.14
S 1.9500 4.3568 -2.4915 -0.27 -0.38 0.09 0.20
S 1.8305 2.9107 -3.9023 -0.26 0.06 0.36 0.10
S 0.6584 1.3560 -3.1170 0.01 -0.07 0.72 0.12
C -3.1731 3.7872 0.6525 -0.63 0.44 0.12 -0.28
O -2.1013 2.8552 0.4304 0.15 -0.23 0.03 -0.45
C -1.7620 2.4048 -0.7215 -0.27 0.31 0.01 0.43
C -2.5795 2.7369 -1.9205 -0.28 -0.07 -0.13 -0.78
H -3.3377 4.4336 -0.2084 0.09 -0.08 0.05 0.21
H -2.8670 4.3889 1.5080 0.00 -0.15 -0.09 0.23
H -4.0877 3.2424 0.8938 0.12 -0.01 -0.04 0.22
H -3.6460 2.6790 -1.6897 -0.04 0.02 0.01 0.26
H -2.3661 2.0606 -2.7477 0.05 0.13 0.13 0.27
H -2.3716 3.7638 -2.2470 0.03 -0.04 0.05 0.28


(3)
20
Properties=species:S:1:pos:R:3:forces:R:3:nbo_charge:R:1 method="wB97M-V/def2-TZVPD" relative_energy_kj_mol=661.3 multiplicity=1
C 0.1804 -0.4454 -1.1179 3.25 4.24 0.63 0.00
C -1.2654 -0.2221 -1.2279 -0.48 0.55 -5.97 -0.30
C -0.8607 1.3111 -1.0701 0.52 4.97 -0.82 -0.36
C 0.1899 0.6867 0.0444 -2.46 -3.94 1.67 -0.11
C 1.4601 0.8042 0.9323 -2.36 -0.57 4.35 -0.19
C 1.5472 0.3116 2.3119 -0.12 0.97 -1.85 -0.42
C -0.9590 -0.0769 0.9756 -0.52 -0.55 -1.52 -0.24
C -1.7268 -0.6644 0.0450 -3.56 -1.45 2.72 -0.21
H 1.0878 -1.7330 0.1427 1.16 -0.56 0.96 0.40
H 1.0624 -2.0517 -1.7018 0.03 0.04 3.46 0.39
H 0.7054 0.1755 -1.9566 -0.38 -1.92 0.85 0.17
H -1.6238 -0.7295 -2.3249 0.13 1.78 3.19 0.21
H -1.5324 2.3598 -0.9020 1.06 -3.46 0.38 0.23
H -0.2374 1.7709 -1.9769 -1.19 -1.48 1.62 0.21
H 2.0210 1.5518 0.5060 2.33 1.53 -0.16 0.19
H 0.7564 -0.4978 2.5543 1.57 1.66 -0.09 0.20
H 2.2887 0.6568 3.3405 -1.94 -1.14 -4.03 0.24
H -1.1529 -0.2121 2.0477 0.55 0.52 -0.56 0.22
H -2.6686 -1.3670 0.1345 2.10 1.62 0.20 0.23
N 0.7277 -1.6286 -0.7568 0.33 -2.81 -5.02 -0.89


(4)
9
Properties=species:S:1:pos:R:3:forces:R:3:nbo_charge:R:1 method="wB97M-V/def2-TZVPD" relative_energy_kj_mol=133.4 smiles="C=C(F)C(F)(Cl)Cl" multiplicity=1
C 1.5555 0.1125 -0.0030 0.11 -0.85 -0.19 -0.55
C 0.4438 -0.5636 -0.0919 -4.33 0.43 0.09 0.41
C -1.2444 0.2269 -0.0492 4.99 -1.66 0.06 0.23
F 0.2106 -1.8873 -0.1295 0.57 0.74 -0.16 -0.32
F -1.9014 -0.2442 -1.1027 -0.35 0.39 0.04 -0.31
Cl -0.9644 1.9823 -0.1125 -0.80 -0.57 -0.02 0.01
Cl -1.8993 -0.3716 1.4473 -0.57 0.31 0.05 0.03
H 2.5439 -0.4068 -0.0433 -0.91 1.02 0.20 0.25
H 1.2555 1.1518 0.0849 1.31 0.17 -0.07 0.25


(5)
13
Properties=species:S:1:pos:R:3:forces:R:3:nbo_charge:R:1 method="wB97M-V/def2-TZVPD" relative_energy_kj_mol=290.1 multiplicity=1
C -1.4939 -0.3761 0.7558 1.55 3.16 0.29 -1.09
C -0.0951 1.6838 -1.1341 0.33 -2.13 1.80 -0.22
O 0.0349 -1.9084 -0.5737 -1.37 -1.31 -0.84 -0.97
O 2.1561 -1.1007 0.9484 -2.82 0.36 0.99 -1.05
O 0.6226 0.4302 -0.7223 1.04 2.98 -1.78 -0.84
P 0.1077 -0.6167 0.2417 -0.14 -0.32 2.65 2.12
H -1.9971 -0.9649 1.4542 -0.44 -1.73 0.69 0.24
H -1.7150 0.6724 1.1183 0.49 -0.83 -0.59 0.22
H -1.0543 1.4495 -0.6941 -0.56 1.12 -0.39 0.21
H -0.0985 1.7714 -2.1871 -0.01 -0.34 -1.06 0.20
H 0.4437 2.5045 -0.7104 0.06 0.45 0.45 0.20
H 0.8412 -2.3402 -0.4534 2.52 -1.73 0.05 0.52
H 2.2476 -1.2048 1.9566 -0.65 0.30 -2.26 0.47


(6)
12
Properties=species:S:1:pos:R:3:forces:R:3:nbo_charge:R:1 method="wB97M-V/def2-TZVPD" relative_energy_kj_mol=270.2 smiles="N=S(=N)=O.CO" multiplicity=1
C -1.9327 0.1282 0.4034 -1.04 -0.55 -1.86 -0.28
N 1.5357 -0.1786 -1.5770 0.13 0.92 1.49 -1.02
N 2.4464 1.2763 0.3992 -1.32 1.05 -1.85 -1.04
O 1.6916 -0.9946 0.9393 -0.81 -1.19 0.47 -0.85
O -1.3610 -1.1126 -0.0792 -0.22 1.60 0.19 -0.73
S 1.7075 -0.0067 -0.0735 2.79 2.96 -1.75 2.11
H -1.4172 0.8130 1.0380 1.75 0.38 -0.18 0.17
H -2.7973 0.0367 0.9912 -1.50 -1.29 1.03 0.17
H -2.3915 0.5866 -0.4842 0.88 0.31 0.11 0.19
H 1.1527 -1.0365 -1.9043 -0.58 -0.90 0.04 0.40
H -1.0987 -1.6463 0.6580 0.24 -0.43 0.72 0.47
H 2.4644 2.1344 -0.3107 -0.31 -2.86 1.59 0.41


(7)
10
Properties=species:S:1:pos:R:3:forces:R:3:nbo_charge:R:1 method="wB97M-V/def2-TZVPD" relative_energy_kj_mol=116.1 smiles=Oc1ccn[nH]1 multiplicity=1
O 1.0302 0.1629 -1.7724 0.01 -0.12 -0.04 -0.68
C 0.3372 0.0843 -0.6080 -0.16 0.05 0.32 0.42
C -0.6891 -0.7137 -0.1673 0.06 -0.01 -0.07 -0.41
C -0.9166 -0.2624 1.1557 -0.07 0.04 0.10 -0.04
N -0.1331 0.7484 1.4875 -0.24 -0.14 -0.13 -0.27
N 0.6494 0.9301 0.4049 -0.07 0.16 -0.29 -0.37
H 1.4864 -0.6770 -1.9123 -0.11 0.15 -0.08 0.49
H -1.2324 -1.4538 -0.7351 0.19 -0.05 0.15 0.23
H -1.6309 -0.6395 1.8766 0.09 0.05 -0.12 0.21
H 1.0991 1.8207 0.2705 0.31 -0.14 0.17 0.41


(8)
21
Properties=species:S:1:pos:R:3:forces:R:3:nbo_charge:R:1 method="wB97M-V/def2-TZVPD" charge=-1 relative_energy_kj_mol=0.0 smiles="NN1c2ccccc2CN1C(=O)[O-]" multiplicity=1
C 2.3237 -0.4008 0.7094 -0.10 0.61 -0.92 -0.30
C 1.3752 -0.5795 1.6989 2.01 0.15 -0.36 -0.19
C 1.8255 -0.1378 -0.5904 0.59 0.23 0.78 -0.19
C 0.0254 -0.4956 1.5595 0.11 -0.68 -1.20 -0.32
C 0.4557 -0.0885 -0.7638 0.05 0.33 -0.82 -0.10
C -0.4761 -0.2967 0.2933 -0.04 0.68 -2.00 0.19
C -2.6276 1.3565 -1.9540 -0.94 -1.85 2.84 0.87
C -0.3245 0.1917 -2.0362 -1.34 0.58 -0.19 -0.26
N -1.7314 -0.1698 -0.2071 1.15 1.31 0.66 -0.10
N -1.7782 0.2060 -1.5827 1.54 -1.63 0.43 -0.37
N -2.8606 -0.7567 0.3122 -2.10 -1.23 -2.30 -0.66
O -3.5934 1.5320 -1.1681 0.38 0.28 -0.38 -0.81
O -2.3050 1.8146 -3.0088 0.55 1.88 -2.69 -0.73
H 3.4195 -0.3465 0.8558 -0.88 -0.31 0.27 0.20
H 1.7241 -0.8232 2.6517 0.57 -0.35 1.58 0.19
H 2.6268 0.0753 -1.3261 -1.14 -0.19 -0.11 0.20
H -0.4797 -0.9356 2.3389 -1.86 -0.25 1.71 0.21
H -0.2982 1.2868 -2.3253 1.06 -1.47 -0.68 0.25
H -0.1096 -0.6186 -2.8439 -0.41 1.77 1.02 0.19
H -3.4712 -0.6160 -0.5737 0.67 -0.85 1.88 0.39
H -3.3594 -0.1378 0.9216 0.12 0.98 0.48 0.35


| no. | largest force on an atom (eV Å⁻¹) |
| --- | --- |
| 1 | 3.19 |
| 2 | 2.57 |
| 3 | 6.01 |
| 4 | 5.26 |
| 5 | 3.62 |
| 6 | 4.42 |
| 7 | 0.38 |
| 8 | 3.52 |